Record 1
{
  "formula": "C35H42Cl2N2O4PV",
  "method": "wB97M-V/def2-TZVPD",
  "elements": ["O", "C", "C", "C", "H", "C", "H", "C", "H", "C", "H", "C", "H", "H", "C", "C", "H", "H", "H", "C", "C", "H", "H", "H", "H", "V", "Cl", "Cl", "H", "H", "C", "C", "N", "H", "C", "O", "H", "H", "H", "H", "H", "H", "C", "C", "N", "H", "C", "O", "H", "H", "H", "H", "O", "P", "C", "C", "C", "C", "C", "C", "C", "C", "C", "C", "C", "C", "C", "C", "C", "C", "C", "C", "H", "H", "H", "H", "H", "H", "H", "H", "H", "H", "H", "H", "H", "H", "H"],
  "positions_angstrom": [[3.579295, 1.548928, -1.304936], [4.620530, 1.841431, -0.729048], [5.717070, 2.723249, -1.233643], [5.582077, 3.450994, -2.430703], [4.638366, 3.418022, -2.982416], [6.675572, 4.176097, -2.916918], [6.594426, 4.700810, -3.871218], [7.890620, 4.204964, -2.209466], [8.756392, 4.733250, -2.619203], [7.991301, 3.567147, -0.962165], [8.922527, 3.619418, -0.389547], [6.900187, 2.845841, -0.480963], [6.948749, 2.345411, 0.485015], [4.816736, 1.445306, 0.287977], [3.085061, -1.660885, -0.504182], [1.817040, -1.511622, 0.224576], [3.347277, -2.722025, -0.613822], [3.905318, -1.136088, 0.005345], [2.975984, -1.215605, -1.501133], [1.101619, -2.368019, 0.946209], [1.352840, -3.827653, 1.157878], [0.218288, -2.004053, 1.467665], [2.208979, -4.165139, 0.563794], [0.468072, -4.414918, 0.880776], [1.551229, -4.034634, 2.216478], [0.710624, 0.319234, 0.083692], [1.064039, 0.274140, -2.147896], [2.407075, 0.912935, 1.524607], [1.589427, 4.700596, -2.012321], [-0.013372, 4.772590, -3.491971], [1.316000, 3.792278, -1.467234], [-0.426601, 3.781172, -3.279507], [-0.000479, 3.381195, -1.950239], [1.252087, 3.994585, -0.390820], [-0.777030, 2.604642, -1.202033], [-0.372443, 2.082908, -0.122370], [-1.523084, 3.816185, -3.286813], [-1.794410, 2.411308, -1.580185], [2.075723, 3.013012, -1.631191], [-0.095979, 3.074331, -4.057888], [-1.441418, -0.702280, 4.654925], [-0.797798, 2.423292, 5.584060], [-0.384305, -0.419192, 4.688143], [0.113549, 1.986049, 5.147916], [-0.203449, 0.936533, 4.190198], [0.196386, -1.133425, 4.091561], [-0.196689, 1.185265, 2.875875], [-0.374549, 0.290606, 2.004427], [0.668160, 2.775946, 4.626034], [-0.011155, 2.235526, 2.591860], [-0.049501, -0.429001, 5.727376], [0.716805, 1.565118, 5.961657], [-1.048948, -0.649403, -0.437244], [-2.357227, -1.406538, -0.403337], [-2.461583, -2.493591, 1.031006], [-2.516342, -1.917838, 2.310809], [-2.670443, -2.727345, 3.437319], [-2.691824, -4.117715, 3.299389], [-2.641766, -4.691732, 2.029468], [-2.542710, -3.884257, 0.894668], [-3.753911, -0.297593, -0.211433], [-5.047041, -0.800288, -0.422860], [-6.154473, 0.036302, -0.285353], [-5.985026, 1.367699, 0.109937], [-4.699654, 1.844238, 0.401011], [-3.582564, 1.015081, 0.253113], [-2.476251, -2.397055, -1.893768], [-1.472849, -3.356603, -2.127050], [-1.529411, -4.182522, -3.253646], [-2.538590, -4.012949, -4.207254], [-3.519113, -3.040581, -3.992403], [-3.464757, -2.202277, -2.873828], [-2.457836, -0.831546, 2.411667], [-2.794922, -2.271050, 4.421157], [-2.781745, -4.746807, 4.184374], [-2.707422, -5.772680, 1.904863], [-2.543224, -4.330008, -0.099797], [-5.180351, -1.844437, -0.700917], [-7.147967, -0.361283, -0.489905], [-6.857091, 2.026358, 0.199725], [-4.568194, 2.873170, 0.744683], [-2.582129, 1.387237, 0.495039], [-0.646621, -3.463566, -1.418185], [-0.789084, -4.973058, -3.375187], [-2.567626, -4.648208, -5.097788], [-4.344310, -2.937452, -4.697118], [-4.190161, -1.397481, -2.759371]],
  "forces_ev_per_a": [[2.14, 0.91, 0.45], [-1.03, -0.36, -0.12], [0.05, 0.57, -0.37], [0.49, -0.16, 0.12], [0.34, -0.10, 0.19], [0.09, -0.15, 0.16], [0.02, -0.13, 0.31], [-0.33, -0.15, 0.26], [-0.36, -0.14, 0.14], [-0.14, 0.12, -0.45], [-0.39, -0.02, -0.21], [-0.34, -0.18, -0.24], [0.06, 0.01, -0.18], [-0.13, -0.08, -0.14], [0.30, -0.72, -0.37], [-1.78, 1.47, 0.16], [0.32, 0.06, -0.07], [-0.21, -0.11, -0.03], [0.21, -0.16, 0.22], [0.30, -0.38, -0.15], [0.26, -0.22, 0.13], [-0.09, 0.02, -0.08], [-0.14, -0.11, 0.15], [0.10, -0.07, 0.00], [0.05, -0.16, -0.06], [0.42, -1.76, 0.91], [0.01, 0.28, -1.31], [0.62, 0.93, 0.46], [0.01, -0.11, 0.18], [-0.24, -0.17, -0.04], [0.17, -0.22, 0.02], [-0.19, -0.06, -0.11], [-0.58, -0.09, 0.36], [0.05, -0.06, -0.29], [1.38, -0.52, 0.74], [-1.22, 1.71, -1.07], [0.25, 0.10, -0.17], [0.26, 0.06, 0.02], [-0.35, 0.17, -0.02], [0.04, 0.18, 0.37], [0.25, 0.04, 0.04], [0.22, -0.13, -0.05], [-0.07, -0.05, -0.05], [-0.23, 0.28, -0.13], [0.11, 0.13, -0.35], [-0.14, 0.21, 0.08], [0.10, -1.19, -0.97], [-0.16, 1.35, 1.57], [-0.06, -0.19, 0.30], [0.00, -0.35, 0.09], [-0.03, -0.16, -0.16], [-0.02, 0.21, -0.31], [-1.50, -0.53, 0.21], [2.19, 0.88, 0.30], [-0.26, -0.54, 0.19], [-0.27, -0.11, 0.02], [0.10, 0.04, -0.35], [-0.15, 0.08, -0.18], [0.01, 0.04, -0.02], [-0.08, 0.14, 0.23], [-0.69, 0.02, 0.08], [-0.01, 0.45, 0.06], [0.11, 0.01, 0.05], [0.22, -0.10, -0.01], [-0.19, -0.14, -0.04], [-0.08, 0.00, -0.20], [-0.25, -0.20, -0.89], [-0.16, -0.16, 0.03], [-0.03, 0.27, 0.04], [-0.16, 0.03, 0.47], [0.15, 0.13, -0.09], [0.15, -0.40, 0.19], [-0.04, -0.38, -0.02], [0.14, -0.21, -0.28], [-0.01, 0.12, -0.23], [0.08, 0.26, 0.11], [0.01, 0.04, 0.34], [-0.04, 0.20, 0.03], [0.20, 0.15, 0.09], [0.41, -0.28, -0.01], [-0.02, -0.34, -0.10], [-0.21, -0.20, -0.18], [-0.24, 0.04, -0.15], [-0.07, 0.33, -0.05], [-0.05, 0.22, 0.38], [0.30, 0.11, 0.07], [0.08, -0.32, -0.04]],
  "homo_lumo_gap_ev": [6.609, 6.507],
  "homo_energy_ha": [-0.2305, -0.2267],
  "de_lowest_kcal_mol": 0.0,
  "e_lumo_ev": [0.34, 0.34],
  "spin_multiplicity": 3,
  "s2": 2.03
}

---

Record 2
{
  "formula": "C19H48O33S7",
  "method": "wB97M-V/def2-TZVPD",
  "elements": ["C", "O", "H", "H", "H", "H", "C", "O", "H", "H", "H", "H", "C", "O", "H", "H", "H", "H", "C", "O", "H", "H", "H", "H", "C", "O", "H", "H", "H", "H", "C", "C", "O", "S", "O", "O", "O", "H", "H", "H", "H", "C", "C", "O", "S", "O", "O", "O", "H", "H", "H", "H", "C", "C", "O", "S", "O", "O", "O", "H", "H", "H", "H", "C", "C", "O", "S", "O", "O", "O", "H", "H", "H", "H", "C", "C", "O", "S", "O", "O", "O", "H", "H", "H", "H", "C", "C", "O", "S", "O", "O", "O", "H", "H", "H", "H", "C", "C", "O", "S", "O", "O", "O", "H", "H", "H", "H"],
  "positions_angstrom": [[-2.481845, 3.593563, 4.627843], [-2.460695, 2.671193, 3.556023], [-2.975905, 4.540453, 4.410133], [-2.920285, 3.136313, 5.514863], [-1.452185, 3.749433, 4.949713], [-1.643115, 2.772813, 3.063243], [0.718665, 0.879563, -0.391937], [0.003925, 2.026933, 0.086043], [0.423775, 0.022013, 0.212833], [0.573165, 0.526263, -1.412777], [1.789495, 1.025213, -0.249747], [0.446815, 2.847583, -0.141947], [-0.061795, 6.584693, -0.021967], [0.646465, 5.807603, 0.937573], [-0.787235, 7.181563, 0.530833], [0.531455, 7.222213, -0.677507], [-0.658515, 5.921503, -0.648227], [0.328035, 6.040453, 1.812773], [1.020145, 2.696963, 2.872343], [1.881285, 3.425523, 1.972223], [0.221475, 3.354793, 3.215123], [0.644655, 1.788263, 2.401833], [1.535315, 2.379163, 3.778813], [1.404455, 4.111943, 1.499923], [1.560255, 4.217733, -3.260087], [2.470305, 5.044853, -2.541817], [0.567215, 4.636363, -3.096647], [1.547835, 4.310273, -4.346087], [1.627215, 3.192513, -2.896027], [3.399765, 4.886033, -2.722037], [-3.827465, 1.781953, 0.158173], [-3.164885, 3.110503, 0.542973], [-2.910605, 3.867503, -0.684357], [-3.854435, 3.282573, -1.937537], [-2.916125, 2.661663, -2.904207], [-4.819765, 4.299123, -2.367817], [-4.617615, 2.231793, -0.887267], [-4.355195, 1.359283, 1.013133], [-3.088445, 1.087633, -0.241647], [-2.147055, 2.903283, 0.873383], [-3.650615, 3.727343, 1.299063], [4.252535, -0.285137, 0.103223], [3.829615, 0.552683, 1.327583], [2.707795, -0.059947, 1.770553], [2.763535, -1.687277, 1.567513], [1.400635, -2.171317, 1.307193], [3.702435, -2.417947, 2.523833], [3.502845, -1.469747, 0.135623], [5.221805, -0.766327, 0.233883], [4.382655, 0.223183, -0.852167], [3.592675, 1.600713, 1.144323], [4.626135, 0.535203, 2.071463], [-0.052455, -0.125637, -4.499337], [-0.270325, -1.572457, -4.115917], [-1.605245, -2.060847, -4.278477], [-2.580885, -0.706947, -4.717737], [-3.012525, -0.031467, -3.513067], [-3.531095, -0.979837, -5.813437], [-1.209305, 0.055283, -5.320087], [0.709615, 0.127423, -5.236437], [0.036855, 0.577653, -3.671387], [-0.023105, -1.923167, -3.113927], [0.355175, -2.240617, -4.707867], [-0.601295, -5.600127, 1.106293], [-1.119865, -6.382247, 0.006923], [-0.433065, -5.890717, -1.167067], [0.775395, -4.774847, -0.890377], [0.775615, -3.634247, -1.828867], [2.035995, -5.424647, -0.655107], [-0.088485, -4.476117, 0.483413], [0.268065, -6.063127, 1.573143], [-1.315155, -5.303767, 1.874853], [-2.168185, -6.178067, -0.210897], [-0.944945, -7.458117, 0.006253], [5.206675, -1.761447, -3.219137], [4.053635, -2.769067, -3.309697], [2.949365, -2.089047, -3.961207], [3.404085, -0.636907, -4.551947], [2.982455, 0.453493, -3.673167], [3.005165, -0.499137, -5.983727], [5.027605, -1.047407, -4.415007], [6.164195, -2.278317, -3.283137], [5.254115, -1.138217, -2.326137], [3.720295, -3.074117, -2.317767], [4.288765, -3.604307, -3.969377], [-3.315005, -2.604157, 1.245823], [-4.114875, -3.767927, 0.741353], [-4.983205, -3.206477, -0.219287], [-4.225255, -1.970337, -1.034717], [-5.151135, -0.986117, -1.581387], [-3.019265, -2.462357, -1.733347], [-3.748285, -1.509857, 0.480953], [-2.229045, -2.695177, 1.223093], [-3.686965, -2.424417, 2.254503], [-4.808845, -4.186657, 1.470163], [-3.545715, -4.483217, 0.147623], [-0.492075, -1.639897, 4.342953], [-0.060265, -0.364317, 4.937153], [1.166605, -0.789207, 5.492303], [1.170835, -2.281437, 6.215443], [0.515635, -2.063627, 7.515913], [2.456245, -2.930407, 6.216753], [0.074535, -2.751647, 5.033193], [-0.262425, -1.801967, 3.289813], [-1.553275, -1.812417, 4.522373], [-0.777395, -0.136017, 5.725633], [0.001445, 0.418243, 4.180913]],
  "forces_ev_per_a": [[0.91, -0.35, 0.65], [-0.54, -0.27, -0.15], [-0.02, -0.05, -0.19], [-0.49, -0.10, -0.26], [0.13, 0.57, 0.00], [-0.01, 0.08, -0.04], [0.35, -0.05, 0.64], [-0.42, -0.74, -0.52], [-0.06, 0.17, 0.24], [-0.44, 0.75, -0.36], [0.02, 0.02, -0.07], [0.23, -0.12, -0.28], [-1.30, -0.12, 0.10], [0.58, -0.24, 0.03], [0.01, 0.37, -0.27], [0.47, -0.18, 0.41], [0.11, -0.11, -0.13], [0.09, 0.14, -0.08], [0.38, 0.55, -0.48], [0.25, -1.11, 0.96], [-0.29, -0.06, -0.05], [-0.27, 0.16, -0.18], [0.53, 0.26, -0.11], [-0.33, 0.28, -0.08], [-0.39, 0.52, 0.17], [-0.28, 0.45, 0.01], [-0.09, -0.21, 0.81], [1.05, -0.32, -0.22], [-0.18, -0.13, -0.36], [-0.18, -0.37, -0.37], [1.79, 1.44, 0.18], [2.17, -0.03, 0.13], [-1.44, -0.74, -0.88], [1.32, 0.36, 0.50], [-2.77, 1.46, 2.55], [1.86, -2.45, 0.87], [-1.88, 0.44, -3.12], [-0.48, 0.02, -0.51], [0.09, -0.17, 0.28], [-0.06, 0.01, 0.30], [-0.46, -0.09, -0.39], [2.77, -0.31, 0.50], [2.33, 1.01, -0.81], [-2.71, -2.50, 2.21], [1.01, -1.46, 0.73], [2.99, 1.06, 0.99], [-3.47, 2.94, -3.34], [-2.21, -1.38, -0.11], [0.81, 1.05, 0.45], [-1.34, -0.11, -0.19], [-0.15, -0.10, -0.29], [0.02, -0.07, 0.14], [-1.27, 0.10, -0.61], [1.70, -2.65, 1.00], [-2.29, 2.53, -1.24], [1.34, -0.36, -0.56], [0.46, -1.12, -1.62], [2.71, 0.39, 2.69], [-2.87, 0.63, -0.14], [0.45, -0.68, 0.43], [-0.48, 0.01, 0.08], [0.20, 0.97, 0.31], [-0.05, 0.17, -0.53], [1.86, -0.11, 1.84], [-0.93, -1.14, -2.77], [1.76, 0.26, -2.06], [-2.48, -0.13, 0.06], [-0.63, -2.90, 2.60], [-1.13, 0.46, 0.13], [1.94, 3.95, -0.57], [-0.25, -0.50, 0.44], [0.01, 0.08, -0.20], [-0.06, -0.13, 0.12], [-0.07, 0.09, 0.44], [-0.04, -1.20, -0.14], [-0.23, 0.08, 0.62], [0.11, 1.57, -0.21], [-0.71, 0.09, -2.21], [1.21, -2.05, -0.89], [1.60, -0.78, 4.06], [-1.38, 2.26, -0.95], [-0.04, 0.02, -0.16], [-0.47, 0.14, -0.12], [-0.13, -0.22, -0.20], [0.17, -0.02, 0.29], [-0.04, 0.48, 1.08], [-0.38, -0.86, -1.51], [-1.39, 0.73, -2.85], [1.30, -0.30, 1.31], [1.89, -2.56, 1.33], [-3.15, 0.90, 1.34], [0.51, 2.17, -1.39], [-0.05, -0.21, -0.11], [0.50, 0.38, 0.15], [0.50, -0.33, 0.04], [0.30, -0.45, 0.77], [-2.12, -2.07, -1.24], [-0.27, -1.06, 0.98], [2.93, 0.62, 1.06], [-2.36, 2.57, 0.63], [0.94, -1.04, -2.68], [-1.93, 0.83, -0.97], [1.99, -1.13, 2.09], [0.17, 0.29, -0.01], [-0.23, 0.34, -0.50], [0.26, 0.61, 0.16], [0.60, 0.04, 0.39]],
  "homo_lumo_gap_ev": 10.215,
  "homo_energy_ha": -0.3752,
  "smiles": "O=S1(=O)OCCO1.O=S1(=O)OCCO1.O=S1(=O)OCCO1.O=S1(=O)OCCO1.O=S1(=O)OCCO1.O=S1(=O)OCCO1.O=S1(=O)OCCO1.CO.CO.CO.CO.CO",
  "e_lumo_ev": 0.01,
  "spin_multiplicity": 1
}

---

Record 3
{
  "formula": "CH3FO2",
  "method": "wB97M-V/def2-TZVPD",
  "elements": ["C", "O", "O", "F", "H", "H", "H"],
  "positions_angstrom": [[0.431829, -0.603718, -0.130668], [-0.666331, 1.312951, 0.226308], [-0.557442, 0.163047, -0.600612], [0.059100, -1.050325, 1.150691], [0.704215, -1.427144, -0.807068], [1.504600, -0.145447, 0.100156], [-1.475972, 1.750635, 0.061193]],
  "forces_ev_per_a": [[3.40, 0.24, 2.52], [2.79, -0.12, 1.42], [-1.06, 0.31, -1.59], [0.14, -0.58, -0.67], [-1.17, 0.12, 0.03], [-2.34, 0.07, -0.65], [-1.77, -0.03, -1.05]],
  "homo_lumo_gap_ev": 11.428,
  "homo_energy_ha": -0.3893,
  "smiles": "OOCF",
  "de_lowest_kcal_mol": 84.4,
  "e_lumo_ev": 0.83,
  "spin_multiplicity": 1
}

---

Number 1: total energy -3975.20015 a.u.. Number 2: total energy -6022.49721 a.u.. Number 3: total energy -290.12103 a.u..